C2H5FN2 | ωB97M-V with the def2-TZVPD basis set

ORCA input file:
```
! wB97M-V def2-TZVPD RIJCOSX def2/J DEFGRID3
* xyz 0 1
C -0.078 -0.359 -0.386
C -1.120 -1.077 0.335
H 2.292 1.122 0.050
H 1.226 2.549 0.103
H 0.394 -0.864 -1.538
H -0.816 -1.849 1.342
H -1.610 -1.655 -0.467
N 1.379 1.552 -0.399
N 0.263 0.711 0.204
F -1.931 -0.130 0.755
*
```

For the calculated total energy, the calculation gives -288.4415 Eh. The HOMO-LUMO gap is 0.375 hartree. For the energy above the lowest of the compared OMol25 structures with the same formula, charge and spin, the calculation gives 79.8 kcal/mol. Its LUMO energy is 0.98 eV.



C2H5FN2S | ωB97M-V with the def2-TZVPD basis set

ORCA input file:
```
! wB97M-V def2-TZVPD RIJCOSX def2/J DEFGRID3
* xyz 0 1
C 0.043 0.484 0.092
C 1.362 0.350 0.699
H -2.393 -0.714 -0.293
H -1.828 0.170 -1.439
H 0.196 -1.386 -0.305
H 2.077 1.042 0.309
H 1.389 0.436 1.788
N -1.691 -0.730 -1.008
N -0.506 -0.656 -0.269
F 1.975 -0.973 0.427
S -0.623 1.976 -0.001
*
```

For the calculated total energy, the calculation gives -686.7319 Eh. The HOMO-LUMO gap is 0.350 hartree. For the energy above the lowest of the compared OMol25 structures with the same formula, charge and spin, the calculation gives 5.9 kcal/mol. Its LUMO energy is 0.55 eV.



C2H5FS2 | ωB97M-V with the def2-TZVPD basis set

ORCA input file:
```
! wB97M-V def2-TZVPD RIJCOSX def2/J DEFGRID3
* xyz 0 1
C -0.416 0.999 0.479
C -0.084 0.026 -0.582
F -0.306 -2.326 0.345
S 2.524 1.064 0.046
S 1.497 -0.029 -1.145
H -0.899 1.920 -0.045
H -1.254 0.677 1.139
H 0.421 1.063 1.095
H -0.751 -0.336 -1.208
H -0.733 -3.057 -0.124
*
```

For the calculated total energy, the calculation gives -975.3711 Eh. The HOMO-LUMO gap (alpha / beta) is 0.282 / 0.282 hartree. For the energy above the lowest of the compared OMol25 structures with the same formula, charge and spin, the calculation gives 36.6 kcal/mol. Its LUMO energy (alpha / beta) is -0.39 / -0.38 eV.



C2H5FSi | ωB97M-V with the def2-TZVPD basis set

ORCA input file:
```
! wB97M-V def2-TZVPD RIJCOSX def2/J DEFGRID3
* xyz 0 1
C 1.174 -1.883 1.235
C 1.078 -0.619 0.861
F -1.071 2.772 -2.502
Si -1.428 1.443 -1.633
H 0.877 -2.839 0.841
H 1.855 -1.987 2.039
H 1.205 0.362 1.183
H -0.858 1.597 -0.287
H -2.833 1.154 -1.737
*
```

For the calculated total energy, the calculation gives -468.4086 Eh. The HOMO-LUMO gap (alpha / beta) is 0.294 / 0.295 hartree. For the energy above the lowest of the compared OMol25 structures with the same formula, charge and spin, the calculation gives 101.5 kcal/mol. Its LUMO energy (alpha / beta) is -0.65 / 0.08 eV.



C2H5FSi | ωB97M-V with the def2-TZVPD basis set

ORCA input file:
```
! wB97M-V def2-TZVPD RIJCOSX def2/J DEFGRID3
* xyz 0 1
C 1.435 -0.527 0.650
C 0.617 0.455 0.126
F -1.685 -1.166 -1.031
Si -1.149 0.303 -0.516
H 2.494 -0.495 1.039
H 1.090 -1.566 0.761
H 0.895 1.446 0.034
H -2.176 0.316 0.663
H -1.521 1.234 -1.726
*
```

For the calculated total energy, the calculation gives -468.5584 Eh. The HOMO-LUMO gap is 0.396 hartree. For the energy above the lowest of the compared OMol25 structures with the same formula, charge and spin, the calculation gives 7.5 kcal/mol. Its LUMO energy is 0.42 eV.



C2H5FeO2 | ωB97M-V with the def2-TZVPD basis set

ORCA input file:
```
! wB97M-V def2-TZVPD RIJCOSX def2/J DEFGRID3
* xyz 2 6
C -1.356 -0.468 -0.359
H -0.971 -1.075 0.464
H -2.219 -0.853 -0.904
C -1.240 0.950 -0.223
O -0.179 1.512 0.123
Fe 1.631 1.241 0.423
H -2.161 1.552 -0.214
O 2.199 -0.570 0.135
H 2.854 -1.032 0.677
H 1.441 -1.257 -0.123
*
```

For the calculated total energy, the calculation gives -1492.5849 Eh. The HOMO-LUMO gap (alpha / beta) is 0.343 / 0.353 hartree. For the energy above the lowest of the compared OMol25 structures with the same formula, charge and spin, the calculation gives 0.0 kcal/mol. Its LUMO energy (alpha / beta) is -10.35 / -11.79 eV.



C2H5GdO2 | ωB97M-V with the def2-TZVPD basis set

ORCA input file:
```
! wB97M-V def2-TZVPD RIJCOSX def2/J DEFGRID3
* xyz 2 8
O -0.315 0.395 1.149
Gd 1.832 0.718 1.332
C -1.308 -0.700 1.213
O 1.544 -0.315 -1.327
C 1.151 0.652 -1.944
H -1.007 -1.742 0.999
H -1.647 -0.724 2.266
H -2.198 -0.524 0.583
H 1.757 1.070 -2.774
H 0.191 1.171 -1.497
*
```

For the calculated total energy, the calculation gives -994.5551 Eh. The HOMO-LUMO gap (alpha / beta) is 0.296 / 0.220 hartree. Its LUMO energy (alpha / beta) is -10.96 / -12.96 eV.



C2H5I2N | ωB97M-V with the def2-TZVPD basis set

ORCA input file:
```
! wB97M-V def2-TZVPD RIJCOSX def2/J DEFGRID3
* xyz 0 1
C 0.250 -0.809 -0.617
C -1.457 1.312 1.085
N -0.511 -1.271 0.479
I -3.130 1.180 -0.116
I -2.270 -2.090 -0.073
H 1.020 -0.228 -0.116
H 0.751 -1.825 -1.104
H -0.262 -0.224 -1.335
H -0.614 1.951 0.906
H -1.550 0.682 1.932
*
```

For the calculated total energy, the calculation gives -729.1649 Eh. The HOMO-LUMO gap (alpha / beta) is 0.302 / 0.275 hartree. For the energy above the lowest of the compared OMol25 structures with the same formula, charge and spin, the calculation gives 87.0 kcal/mol. Its LUMO energy (alpha / beta) is -0.30 / -0.78 eV.



C2H5I2P | ωB97M-V with the def2-TZVPD basis set

ORCA input file:
```
! wB97M-V def2-TZVPD RIJCOSX def2/J DEFGRID3
* xyz 0 3
C -0.308 -0.257 -0.324
C 0.846 0.633 -0.207
P 2.651 -0.083 -1.043
I 4.038 1.555 0.057
I 3.069 -2.116 0.180
H -0.614 -0.198 -1.378
H -0.022 -1.325 -0.116
H -1.204 -0.071 0.266
H 1.253 0.772 0.782
H 0.800 1.581 -0.696
*
```

For the calculated total energy, the calculation gives -1015.8363 Eh. The HOMO-LUMO gap (alpha / beta) is 0.201 / 0.213 hartree. For the energy above the lowest of the compared OMol25 structures with the same formula, charge and spin, the calculation gives 8.7 kcal/mol. Its LUMO energy (alpha / beta) is -0.05 / -3.44 eV.



C2H5IN2 | ωB97M-V with the def2-TZVPD basis set

ORCA input file:
```
! wB97M-V def2-TZVPD RIJCOSX def2/J DEFGRID3
* xyz 0 1
C 1.157 0.438 -0.520
C -1.441 0.205 -0.266
N 2.044 -0.794 1.318
N 1.709 -0.235 0.283
I -3.498 0.300 0.215
H -1.523 -0.809 -0.808
H 1.088 1.377 -1.108
H -1.180 1.040 -0.875
H -0.935 0.116 0.654
H 2.577 -1.638 1.106
*
```

For the calculated total energy, the calculation gives -486.2681 Eh. The HOMO-LUMO gap is 0.346 hartree. For the energy above the lowest of the compared OMol25 structures with the same formula, charge and spin, the calculation gives 55.9 kcal/mol. Its LUMO energy is 0.56 eV.



C2H5IN2 | ωB97M-V with the def2-TZVPD basis set

ORCA input file:
```
! wB97M-V def2-TZVPD RIJCOSX def2/J DEFGRID3
* xyz 0 1
C -0.877 -1.318 0.057
C 1.535 1.170 0.547
N -0.322 -0.146 0.089
N -0.914 0.820 -0.564
I 3.089 -0.083 -0.051
H -0.549 -2.287 0.455
H -1.743 -1.516 -0.451
H 1.625 1.020 1.601
H -1.100 0.611 -1.510
H -0.745 1.730 -0.174
*
```

For the calculated total energy, the calculation gives -486.1935 Eh. The HOMO-LUMO gap is 0.304 hartree. For the energy above the lowest of the compared OMol25 structures with the same formula, charge and spin, the calculation gives 102.7 kcal/mol. Its LUMO energy is -0.09 eV.



C2H5IN2O | ωB97M-V with the def2-TZVPD basis set

ORCA input file:
```
! wB97M-V def2-TZVPD RIJCOSX def2/J DEFGRID3
* xyz 0 1
C -0.916 1.659 0.204
C 1.047 -0.997 -0.742
N -0.498 -1.084 1.019
N -0.100 -1.256 -0.156
O -0.180 1.443 -0.681
I 2.719 -0.039 0.078
H -1.939 1.141 0.312
H -0.570 2.437 1.054
H 1.029 -0.990 -1.872
H 0.175 -0.698 1.521
H -0.768 -1.616 -0.735
*
```

For the calculated total energy, the calculation gives -561.5049 Eh. The HOMO-LUMO gap (alpha / beta) is 0.308 / 0.308 hartree. For the energy above the lowest of the compared OMol25 structures with the same formula, charge and spin, the calculation gives 78.4 kcal/mol. Its LUMO energy (alpha / beta) is 0.44 / 0.44 eV.



C2H5INO | ωB97M-V with the def2-TZVPD basis set

ORCA input file:
```
! wB97M-V def2-TZVPD RIJCOSX def2/J DEFGRID3
* xyz -1 1
I -1.590 2.999 1.521
O 1.404 -1.652 0.208
C 0.672 -0.675 0.036
N 0.948 0.575 0.484
C -0.568 -0.750 -0.857
H 1.726 0.621 1.119
H 0.088 1.101 0.694
H -0.390 -0.115 -1.723
H -1.441 -0.346 -0.334
H -0.848 -1.759 -1.148
*
```

For the calculated total energy, the calculation gives -507.0250 Eh. The HOMO-LUMO gap is 0.283 hartree. For the energy above the lowest of the compared OMol25 structures with the same formula, charge and spin, the calculation gives 2.6 kcal/mol. Its LUMO energy is 3.80 eV.



C2H5IO | ωB97M-V with the def2-TZVPD basis set

ORCA input file:
```
! wB97M-V def2-TZVPD RIJCOSX def2/J DEFGRID3
* xyz 0 1
C -1.321 0.829 -0.278
C -0.909 -0.363 0.153
O 0.289 -0.852 0.219
I 3.289 0.191 -0.062
H 2.628 -1.150 0.362
H -2.465 0.931 -0.317
H -0.754 1.662 -0.635
H -1.585 -1.178 0.531
H 0.828 -0.071 0.028
*
```

For the calculated total energy, the calculation gives -452.0782 Eh. The HOMO-LUMO gap is 0.352 hartree. For the energy above the lowest of the compared OMol25 structures with the same formula, charge and spin, the calculation gives 27.6 kcal/mol. Its LUMO energy is 0.60 eV.



C2H5IO2 | ωB97M-V with the def2-TZVPD basis set

ORCA input file:
```
! wB97M-V def2-TZVPD RIJCOSX def2/J DEFGRID3
* xyz 0 1
C 0.981 1.108 -0.164
C -0.654 -0.496 0.052
O -0.421 -1.806 -0.487
O -0.181 0.406 -0.728
I -2.794 0.021 0.101
H 1.167 2.169 -0.421
H 1.839 0.539 -0.557
H 0.794 1.016 0.963
H -0.180 -0.403 1.102
H -0.552 -2.553 0.139
*
```

For the calculated total energy, the calculation gives -527.3195 Eh. The HOMO-LUMO gap is 0.358 hartree. For the energy above the lowest of the compared OMol25 structures with the same formula, charge and spin, the calculation gives 37.4 kcal/mol. Its LUMO energy is 0.55 eV.



C2H5ISi | ωB97M-V with the def2-TZVPD basis set

ORCA input file:
```
! wB97M-V def2-TZVPD RIJCOSX def2/J DEFGRID3
* xyz 0 1
C -1.743 -1.399 1.487
C -1.925 -2.491 1.851
Si 1.730 0.970 0.461
I 1.962 -1.369 -0.262
H 2.701 1.448 1.377
H -1.530 -0.602 0.880
H -1.988 -3.479 2.281
H 1.752 1.483 -0.959
H 0.412 0.891 1.059
*
```

For the calculated total energy, the calculation gives -666.2988 Eh. The HOMO-LUMO gap is 0.364 hartree. For the energy above the lowest of the compared OMol25 structures with the same formula, charge and spin, the calculation gives 45.9 kcal/mol. Its LUMO energy is 0.37 eV.



C2H5InO | ωB97M-V with the def2-TZVPD basis set

ORCA input file:
```
! wB97M-V def2-TZVPD RIJCOSX def2/J DEFGRID3
* xyz 1 2
In -24.459 -8.238 8.766
C -27.794 -5.176 6.264
C -27.920 -5.837 7.616
O -26.986 -6.870 7.983
H -28.542 -4.385 6.216
H -27.982 -5.756 5.360
H -26.732 -4.944 6.187
H -28.969 -6.015 7.853
H -27.696 -4.918 8.158
*
```

For the calculated total energy, the calculation gives -344.2193 Eh. The HOMO-LUMO gap (alpha / beta) is 0.355 / 0.312 hartree. For the energy above the lowest of the compared OMol25 structures with the same formula, charge and spin, the calculation gives 9.5 kcal/mol. Its LUMO energy (alpha / beta) is -5.20 / -5.99 eV.



C2H5LiNaO | ωB97M-V with the def2-TZVPD basis set

ORCA input file:
```
! wB97M-V def2-TZVPD RIJCOSX def2/J DEFGRID3
* xyz 0 2
H -1.726 -1.055 -0.313
O 1.232 -0.202 -0.232
C 0.051 0.531 -0.345
C -1.109 -0.131 0.371
H -0.226 0.675 -1.410
H 0.175 1.556 0.067
H -1.967 0.538 0.519
H -0.832 -0.522 1.362
Li 1.058 -1.971 -0.353
Na 3.345 0.582 0.335
*
```

For the calculated total energy, the calculation gives -324.2285 Eh. The HOMO-LUMO gap (alpha / beta) is 0.118 / 0.325 hartree. For the energy above the lowest of the compared OMol25 structures with the same formula, charge and spin, the calculation gives 0.0 kcal/mol. Its LUMO energy (alpha / beta) is -0.51 / -0.02 eV.



C2H5N | ωB97M-V with the def2-TZVPD basis set

ORCA input file:
```
! wB97M-V def2-TZVPD RIJCOSX def2/J DEFGRID3
* xyz 0 1
C 0.342 0.256 0.197
C -0.812 -0.356 -0.525
N 0.297 0.838 1.264
H 2.486 -0.402 -0.577
H -1.220 -1.019 0.196
H -0.586 -1.033 -1.281
H -1.443 0.382 -1.055
H 0.936 1.335 1.780
*
```

For the calculated total energy, the calculation gives -133.7735 Eh. The HOMO-LUMO gap (alpha / beta) is 0.354 / 0.284 hartree. For the energy above the lowest of the compared OMol25 structures with the same formula, charge and spin, the calculation gives 100.3 kcal/mol. Its LUMO energy (alpha / beta) is 0.23 / 0.01 eV.



C2H5N | ωB97M-V with the def2-TZVPD basis set

ORCA input file:
```
! wB97M-V def2-TZVPD RIJCOSX def2/J DEFGRID3
* xyz 0 1
C 0.126 0.678 0.337
C 0.389 -0.464 -0.556
H 0.145 1.751 -0.034
H 0.383 0.494 1.371
H 0.844 -1.246 -0.003
H 0.455 -0.388 -1.616
H -1.335 -0.772 0.602
N -1.007 -0.053 -0.099
*
```

For the calculated total energy, the calculation gives -133.8965 Eh. The HOMO-LUMO gap is 0.406 hartree. For the energy above the lowest of the compared OMol25 structures with the same formula, charge and spin, the calculation gives 23.2 kcal/mol. Its LUMO energy is 1.30 eV.